Here is the ion C24H22N3 with charge +1 in a non-equilibrium geometry from the OMol25 dataset. Energies are from ωB97M-V/def2-TZVPD.

Cartesian coordinates (Å):
C: -3.516 -1.378 -3.389
C: -2.674 -1.044 -2.200
C: -1.806 0.038 -2.240
C: -0.854 0.203 -1.237
C: -0.795 -0.737 -0.214
C: 0.261 -0.642 0.836
C: 1.671 -0.400 0.292
C: 2.746 -0.149 1.123
N: 3.889 0.092 0.389
C: 5.225 0.293 0.911
C: 3.618 -0.058 -0.969
C: 4.512 -0.295 -2.022
C: 4.034 -0.866 -3.215
C: 2.681 -1.184 -3.317
C: 1.784 -0.990 -2.256
C: 2.219 -0.417 -1.063
C: -0.381 0.326 1.971
N: 0.557 1.396 2.276
N: 1.522 1.971 2.141
C: -1.796 1.048 2.177
C: -2.961 0.340 2.571
C: -4.051 0.999 3.228
C: -4.001 2.385 3.476
C: -2.922 3.107 2.959
C: -1.862 2.455 2.303
C: -1.856 -1.635 -0.024
C: -2.786 -1.812 -1.045
H: -4.162 -2.232 -3.139
H: -4.113 -0.503 -3.674
H: -2.882 -1.636 -4.252
H: -1.859 0.719 -3.083
H: -0.161 1.047 -1.257
H: 0.308 -1.587 1.454
H: 2.777 -0.223 2.207
H: 5.912 0.429 0.074
H: 5.282 1.173 1.557
H: 5.588 -0.572 1.475
H: 5.585 -0.107 -1.987
H: 4.697 -1.090 -4.058
H: 2.333 -1.653 -4.239
H: 0.769 -1.370 -2.368
H: -0.449 -0.402 2.777
H: -3.006 -0.757 2.415
H: -4.924 0.399 3.585
H: -4.794 2.862 4.078
H: -2.895 4.191 3.111
H: -1.052 3.087 1.938
H: -1.880 -2.225 0.895
H: -3.532 -2.599 -0.971

Summary:
charge = +1
electronic energy = -29706.101 eV
SMILES = Cc1ccc([C@@H](c2cn(C)c3ccccc23)[C@@H]([N+]#N)c2ccccc2)cc1
LUMO = -0.1744 Eh
Kohn-Sham gap = 0.222 Eh
spin multiplicity = 1
HOMO level = -10.792 eV